(1)
ORCA calculation (ωB97M-V/def2-TZVPD) on a molecular structure, C26H32BF4LiO10.

```
74
Properties=species:S:1:pos:R:3:lowdin_charge:R:1
Li 54.867 -2.428 8.432 0.857
B 52.670 -4.445 6.843 -1.403
F 51.846 -4.443 7.880 0.228
F 53.672 -3.447 7.138 0.015
F 53.325 -5.611 6.666 0.190
F 52.105 -4.184 5.641 0.181
C 49.491 -2.724 3.058 -0.077
O 49.993 -2.513 4.416 -0.094
H 50.161 -2.499 2.285 0.050
H 48.682 -2.104 2.997 0.052
H 49.212 -3.716 3.026 0.062
H 50.567 -3.151 4.719 -0.012
C 52.786 -2.624 10.792 -0.164
O 53.291 -1.973 9.719 -0.211
H 52.404 -3.505 10.435 0.033
H 51.795 -1.936 11.129 0.176
H 53.545 -2.989 11.476 0.088
H 52.945 -1.036 9.568 0.145
C 53.273 -7.597 11.867 0.042
C 54.425 -8.340 12.277 -0.058
C 55.175 -8.931 11.294 -0.310
C 54.962 -8.738 9.910 0.005
C 53.738 -8.044 9.571 -0.052
C 52.940 -7.386 10.400 -0.456
O 52.009 -6.628 10.131 0.113
O 56.275 -9.715 11.802 -0.043
H 52.783 -7.189 12.857 0.132
H 54.630 -8.513 13.305 0.101
H 55.593 -9.087 8.987 0.143
H 53.617 -8.145 8.471 0.122
H 51.787 -6.963 9.212 0.130
H 57.063 -9.979 11.258 0.113
C 53.160 -2.190 0.694 -0.051
C 53.444 -3.289 1.417 -0.036
C 53.335 -3.331 2.865 -0.284
C 53.030 -2.124 3.518 -0.034
C 52.591 -1.007 2.767 -0.014
C 52.743 -1.005 1.370 -0.315
O 52.321 0.033 0.592 0.086
O 53.547 -4.532 3.538 0.031
H 53.310 -2.212 -0.422 0.135
H 53.686 -4.290 0.922 0.137
H 53.247 -2.379 4.588 0.121
H 52.389 -0.050 3.318 0.131
H 51.818 -0.304 -0.006 -0.005
H 53.155 -4.407 4.404 0.029
C 50.459 -7.512 6.984 0.048
C 50.484 -8.935 6.933 0.011
C 49.747 -9.665 7.774 -0.373
C 48.949 -9.083 8.749 -0.047
C 48.886 -7.740 8.805 -0.022
C 49.572 -6.853 7.894 -0.335
O 49.491 -5.534 7.966 0.078
O 49.802 -11.012 7.728 0.023
H 51.042 -6.942 6.451 0.049
H 50.962 -9.446 6.253 0.071
H 48.189 -9.647 9.211 0.106
H 48.076 -7.052 9.466 0.180
H 50.370 -5.275 8.077 0.027
H 49.831 -11.469 8.639 0.158
C 55.835 -7.801 5.692 0.039
C 55.115 -8.921 5.099 0.023
C 55.726 -10.188 5.089 -0.374
C 56.964 -10.391 5.763 -0.021
C 57.767 -9.358 6.203 -0.017
C 57.232 -8.050 6.067 -0.346
O 57.898 -7.065 6.645 0.004
O 55.121 -11.162 4.495 0.079
H 55.276 -6.822 5.740 0.108
H 54.170 -8.922 4.884 0.047
H 57.412 -11.327 5.726 0.087
H 58.736 -9.453 6.579 0.096
H 57.652 -6.090 6.522 0.152
H 55.673 -11.820 4.072 0.120
```

Summary:
orbital gap: 5.9 eV
multiplicity: 1
ΔE to the lowest compared entry with this formula, charge and spin: 94.6 kJ/mol
LUMO level: -1.643 eV
HOMO energy: -7.5197 eV
molar mass: 598.277 g/mol


(2)
ORCA calculation (ωB97M-V/def2-TZVPD) on C2H4N2O in the gas phase.

```
9
Properties=species:S:1:pos:R:3:lowdin_charge:R:1
C -0.517 -0.036 2.087 -0.021
N 0.176 0.094 0.990 -0.010
N -0.547 0.057 -0.153 -0.042
C 0.016 -0.120 -1.354 -0.355
O 1.184 0.097 -1.659 0.022
H -1.609 0.067 2.010 0.068
H -0.022 -0.052 3.087 0.079
H -1.431 -0.367 -0.013 0.108
H -0.805 -0.550 -2.066 0.150
```

Summary:
orbital gap: 10.4 eV
multiplicity: 1
ΔE to the lowest compared entry with this formula, charge and spin: 167.1 kJ/mol
LUMO level: 0.576 eV
HOMO energy: -9.8495 eV
molar mass: 72.067 g/mol


(3)
ORCA calculation (ωB97M-V/def2-TZVPD) on 12 unconnected molecules or ions with the total composition C24H72O19.

```
115
Properties=species:S:1:pos:R:3:lowdin_charge:R:1
O -3.842 4.561 3.293 -0.067
C -2.773 4.387 4.173 -0.228
C -2.216 2.937 3.921 -0.204
O -1.807 2.740 2.579 -0.095
H -3.566 4.675 2.366 0.095
H -2.036 5.171 4.187 0.107
H -3.223 4.412 5.175 0.120
H -2.983 2.252 4.201 0.108
H -1.311 2.686 4.433 0.098
H -2.619 2.452 2.092 0.088
O -4.056 -1.366 3.669 -0.057
C -2.946 -0.899 2.871 -0.233
C -1.624 -1.470 3.367 -0.229
O -1.626 -2.876 3.128 -0.067
H -4.819 -1.308 3.088 0.082
H -3.154 -1.212 1.810 0.118
H -2.847 0.203 2.818 0.095
H -1.511 -1.259 4.443 0.129
H -0.813 -1.014 2.791 0.081
H -2.360 -3.211 3.635 0.073
O 2.242 -1.191 5.624 -0.063
C 2.490 -0.029 4.818 -0.224
C 1.164 0.573 4.406 -0.257
O 0.386 0.942 5.515 -0.068
H 2.824 -1.121 6.385 0.086
H 3.121 0.685 5.338 0.123
H 2.996 -0.361 3.889 0.110
H 0.563 -0.134 3.791 0.100
H 1.350 1.494 3.894 0.107
H 0.605 0.251 6.177 0.092
O 3.443 1.122 1.622 -0.059
C 3.482 0.713 0.258 -0.234
C 4.061 -0.706 0.079 -0.208
O 3.829 -0.899 -1.288 -0.088
H 4.295 1.289 1.988 0.086
H 2.504 0.680 -0.161 0.074
H 3.969 1.469 -0.366 0.128
H 3.611 -1.528 0.737 0.139
H 5.145 -0.711 0.315 0.125
H 3.320 -1.716 -1.437 0.070
O 0.458 4.935 2.205 -0.075
C 1.656 4.795 1.441 -0.212
C 1.480 3.779 0.298 -0.235
O 0.966 2.614 0.826 -0.091
H -0.003 4.077 2.187 0.050
H 1.912 5.782 1.057 0.119
H 2.454 4.445 2.084 0.109
H 2.434 3.600 -0.162 0.103
H 0.804 4.055 -0.521 0.134
H 1.591 2.199 1.447 0.077
O 1.165 -4.143 -5.114 -0.061
C 1.852 -4.381 -3.914 -0.239
C 2.066 -3.066 -3.198 -0.275
O 0.816 -2.452 -3.115 -0.063
H 0.435 -3.539 -4.932 0.079
H 1.257 -5.036 -3.231 0.127
H 2.737 -4.935 -4.230 0.127
H 2.793 -2.541 -3.766 0.111
H 2.485 -3.254 -2.215 0.084
H 0.929 -1.492 -3.025 0.056
O 1.843 0.127 -3.098 -0.106
C 2.579 0.649 -4.173 -0.215
C 3.866 1.495 -3.852 -0.194
O 3.526 2.599 -3.020 -0.075
H 2.482 0.086 -2.334 0.077
H 2.799 -0.190 -4.828 0.121
H 1.935 1.314 -4.708 0.083
H 4.288 1.837 -4.796 0.120
H 4.524 0.913 -3.252 0.099
H 2.688 2.972 -3.328 0.088
C 1.694 -3.930 2.067 -0.084
C 1.096 -4.583 0.812 -0.317
O 1.634 -4.061 -0.365 -0.096
H 1.134 -3.075 2.546 0.071
H 2.706 -3.595 1.840 0.058
H 1.760 -4.696 2.838 0.068
H -0.021 -4.454 0.900 0.120
H 1.295 -5.674 0.837 0.116
H 0.930 -3.566 -0.791 0.043
C -0.912 1.550 -4.576 -0.085
C -1.852 1.101 -5.712 -0.293
O -2.969 0.409 -5.143 -0.086
H -0.593 0.729 -3.967 0.058
H -1.498 2.285 -4.013 0.065
H -0.063 2.148 -4.896 0.059
H -1.254 0.371 -6.271 0.110
H -2.137 1.934 -6.363 0.108
H -3.394 0.967 -4.461 0.072
C -3.348 1.909 -1.668 -0.076
C -4.363 1.765 -0.523 -0.305
O -3.986 0.810 0.432 -0.120
H -3.074 0.917 -2.091 0.063
H -2.438 2.365 -1.350 0.056
H -3.629 2.622 -2.458 0.079
H -5.336 1.388 -0.830 0.113
H -4.557 2.712 -0.063 0.093
H -2.974 0.761 0.410 0.062
C -2.389 -3.388 -1.215 -0.065
C -3.563 -2.740 -1.987 -0.304
O -3.527 -1.351 -1.893 -0.088
H -2.361 -3.198 -0.172 0.049
H -1.426 -3.097 -1.624 0.056
H -2.567 -4.440 -1.346 0.070
H -4.510 -3.143 -1.689 0.102
H -3.497 -3.045 -3.035 0.117
H -3.792 -1.151 -0.980 0.073
C 0.621 -1.058 0.171 -0.040
C -0.513 -0.170 -0.333 -0.278
O -1.142 0.524 0.709 -0.104
H 1.243 -0.517 0.912 0.087
H 1.264 -1.309 -0.664 0.052
H 0.181 -1.927 0.616 0.059
H -1.340 -0.737 -0.727 0.091
H -0.098 0.428 -1.153 0.112
H -0.520 1.280 0.909 0.086
```

Summary:
orbital gap: 10.0 eV
multiplicity: 1
ΔE to the lowest compared entry with this formula, charge and spin: 167.8 kJ/mol
LUMO level: 0.139 eV
HOMO energy: -9.8157 eV
molar mass: 664.821 g/mol


(4)
ORCA calculation (ωB97M-V/def2-TZVPD) on a molecular structure, C10H18O5P.

```
34
Properties=species:S:1:pos:R:3:lowdin_charge:R:1
C -1.868 -3.049 1.009 -0.079
C -2.225 -1.973 -0.006 -0.307
H -2.002 -2.320 -1.018 0.104
H -3.294 -1.723 0.066 0.112
O -1.510 -0.784 0.242 -0.219
P -0.411 -0.250 -0.844 0.604
O -0.861 -0.276 -2.246 -0.273
O -0.525 1.348 -0.321 -0.255
C -1.622 2.102 -0.741 -0.325
C -2.693 2.209 0.341 -0.083
H -3.528 2.813 -0.013 0.063
H -3.045 1.214 0.594 0.058
H -2.274 2.665 1.235 0.067
H -1.251 3.107 -0.994 0.111
H -2.049 1.652 -1.647 0.102
C 1.364 -0.374 -0.317 -0.355
C 1.621 0.024 1.135 -0.144
C 2.289 1.393 1.051 -0.198
C 3.168 1.264 -0.188 -0.188
C 2.286 0.496 -1.174 -0.137
H 1.674 1.181 -1.767 0.108
H 2.874 -0.119 -1.857 0.119
H 4.053 0.670 0.051 0.109
H 3.493 2.229 -0.583 0.099
H 2.856 1.644 1.951 0.100
H 1.526 2.154 0.883 0.100
H 2.305 -0.707 1.578 0.121
H 0.695 0.041 1.707 0.110
C 1.466 -1.885 -0.562 -0.664
O 2.495 -2.526 -0.404 0.012
O 0.322 -2.300 -0.911 -0.069
H -2.007 -2.672 2.021 0.068
H -2.496 -3.925 0.860 0.066
H -0.827 -3.324 0.870 0.063
```

Summary:
orbital gap: 8.7 eV
multiplicity: 1
ΔE to the lowest compared entry with this formula, charge and spin: 0.0 kJ/mol
LUMO level: 3.502 eV
HOMO energy: -5.2079 eV
charge: -1
molar mass: 249.223 g/mol


(5)
ORCA calculation (ωB97M-V/def2-TZVPD) on a gas-phase ion, C5H10NO2 (charge -1).

```
18
Properties=species:S:1:pos:R:3:lowdin_charge:R:1
C 0.932 -2.615 -1.093 -0.130
C 0.939 -1.074 -1.241 -0.255
C 0.508 -0.414 0.055 -0.366
C -0.985 -0.913 0.493 -0.456
O -1.464 -0.333 1.608 -0.372
N 0.566 1.031 -0.098 0.043
C -0.381 1.918 0.420 -0.331
O -0.271 3.115 0.182 -0.066
H 1.250 -2.934 -0.040 0.091
H -0.082 -3.005 -1.343 0.074
H 1.752 -3.015 -1.694 0.044
H 0.284 -0.686 -2.018 0.100
H 1.998 -0.698 -1.335 0.110
H 1.193 -0.660 0.866 0.124
H -1.594 -0.692 -0.407 0.088
H -0.953 -2.013 0.690 0.080
H 0.959 1.294 -0.997 0.110
H -1.038 1.479 1.227 0.113
```

Summary:
orbital gap: 6.4 eV
multiplicity: 1
ΔE to the lowest compared entry with this formula, charge and spin: 230.7 kJ/mol
LUMO level: 3.778 eV
HOMO energy: -2.6211 eV
charge: -1
molar mass: 116.140 g/mol


(6)
ORCA calculation (ωB97M-V/def2-TZVPD) on a molecular structure, C22H20FeIN3O5S2.

```
54
Properties=species:S:1:pos:R:3:mulliken_spin:R:1
Fe -0.357 0.683 -0.101 3.846
C 6.690 4.144 -1.587 0.000
C 5.568 3.148 -1.524 0.003
C 4.317 3.521 -1.031 0.002
C 3.262 2.627 -0.997 0.003
C 3.478 1.331 -1.456 0.009
C 4.716 0.924 -1.950 -0.003
C 5.748 1.844 -1.980 -0.001
S 2.199 0.161 -1.396 -0.023
O 0.952 0.711 -1.944 0.054
O 2.679 -1.097 -1.862 0.018
N 1.640 0.048 0.153 0.340
C 2.222 0.061 1.330 0.093
C 3.603 -0.016 1.639 0.205
C 4.012 -0.002 2.962 -0.050
C 3.097 0.106 3.997 0.284
C 1.700 0.213 3.739 -0.033
C 0.730 0.371 4.749 0.040
C -0.585 0.508 4.389 -0.026
C -0.927 0.489 3.031 0.023
N -0.038 0.325 2.064 0.000
C 1.257 0.189 2.417 0.057
H 6.524 4.973 -0.902 0.000
H 6.770 4.556 -2.595 0.000
H 7.646 3.680 -1.346 0.000
H 4.166 4.531 -0.671 0.000
H 2.294 2.927 -0.619 -0.004
H 4.860 -0.087 -2.303 0.000
H 6.714 1.543 -2.368 0.000
H 4.320 -0.105 0.834 0.009
H 5.066 -0.078 3.194 0.003
H 3.439 0.119 5.024 0.005
H 1.031 0.394 5.789 0.003
H -1.362 0.646 5.128 0.000
H -1.955 0.631 2.718 0.000
C -1.301 3.975 -1.312 0.007
S -1.043 3.272 0.279 -0.007
O -1.337 4.266 1.257 0.008
O -1.895 2.035 0.320 0.054
O 0.343 2.730 0.281 0.033
H -2.366 4.159 -1.434 0.000
H -0.934 3.293 -2.079 -0.003
H -0.754 4.914 -1.353 0.000
I -4.046 -3.039 2.310 0.000
C -3.601 -1.851 0.674 0.000
C -4.582 -1.420 -0.204 0.006
C -4.212 -0.625 -1.275 -0.004
C -2.888 -0.262 -1.413 0.011
N -1.929 -0.666 -0.568 0.029
C -2.292 -1.464 0.451 0.002
H -5.616 -1.700 -0.055 0.000
H -4.943 -0.276 -1.989 0.000
H -2.569 0.373 -2.230 0.003
H -1.498 -1.805 1.102 0.002
```

Summary:
orbital gap (alpha / beta): 8.2 / 5.8 eV
multiplicity: 6
ΔE to the lowest compared entry with this formula, charge and spin: 0.0 kJ/mol
LUMO level (alpha / beta): -3.531 / -5.709 eV
HOMO energy (alpha / beta): -11.7534 / -11.5470 eV
charge: +1
molar mass: 653.301 g/mol


Q: Number 4 is which compound?
A: C10H18O5P


Q: The highest molar mass belongs to which entry?
A: C24H72O19


Q: What is the formula in the fifth record?
A: C5H10NO2